(1)
18
Properties=species:S:1:pos:R:3 method="wB97M-V/def2-TZVPD" smiles=CC[C@H](C)O.O e_above_lowest_kcal_mol=16.6 lumo_ev=0.824
O -0.232 1.215 0.726
C 1.014 -0.798 -0.943
C -2.507 0.295 0.312
C -0.429 -0.751 -0.862
C -0.986 0.073 0.353
H -0.254 1.367 1.694
H 1.355 -1.308 -0.026
H 1.545 0.165 -1.028
H 1.277 -1.424 -1.812
H -3.133 -0.579 0.066
H -2.640 1.056 -0.476
H -2.855 0.718 1.270
H -0.716 -0.163 -1.755
H -1.057 -1.662 -0.844
H -0.823 -0.599 1.220
O 3.150 0.736 0.922
H 3.205 0.903 -0.046
H 4.084 0.756 1.231

(2)
108
Properties=species:S:1:pos:R:3 method="wB97M-V/def2-TZVPD" lumo_ev=-0.460
C 0.395 4.581 3.764
C 0.494 3.358 2.874
C -0.521 3.280 1.546
C -1.082 1.779 1.228
C -2.701 1.759 1.459
C -3.573 2.878 0.654
C -4.778 2.231 -0.309
C -5.884 3.433 -0.538
C -0.641 0.654 2.388
O -0.907 0.605 3.692
O 0.078 -0.495 1.828
C -0.432 -0.693 0.426
C 0.777 -1.672 -0.147
B 1.930 -2.020 1.021
O 3.283 -1.391 1.042
O 1.700 -3.039 2.106
N -1.735 -1.374 0.699
C -2.457 -1.924 -0.490
C -4.114 -1.685 -0.512
O -1.969 -2.549 -1.558
C -1.674 -2.494 1.704
C -1.262 -4.077 1.350
O -2.035 -2.311 3.006
C -0.421 0.917 -0.048
C 1.013 1.509 -0.655
C 2.223 1.653 0.433
C 3.703 1.484 -0.333
O 3.905 1.730 -1.632
O 4.926 1.093 0.444
C -1.436 1.159 -1.347
F -1.565 2.567 -1.768
C -0.992 0.298 -2.694
C -0.423 1.424 -3.793
H 0.486 4.559 4.931
H 0.178 5.606 3.198
H 1.279 2.531 3.147
H 0.100 3.777 0.669
H -1.368 4.081 1.804
H -3.222 0.717 1.265
H -2.864 1.965 2.625
H -4.173 3.509 1.472
H -2.928 3.691 0.075
H -4.359 1.965 -1.394
H -5.272 1.270 0.178
H -5.674 4.408 0.074
H -6.961 3.035 -0.283
H -5.857 3.733 -1.690
H 1.331 -1.254 -1.087
H 0.380 -2.751 -0.469
H 3.973 -2.058 0.690
H 1.430 -2.534 2.952
H -4.483 -1.288 -1.550
H -4.368 -0.865 0.297
H -4.614 -2.685 -0.164
H -0.452 -4.511 2.076
H -1.047 -4.248 0.211
H -2.259 -4.692 1.582
H 0.887 2.602 -1.121
H 1.449 0.862 -1.539
H 2.225 2.796 0.779
H 2.176 0.954 1.361
H 4.555 1.011 1.392
H -2.547 0.781 -1.127
H -0.120 -0.460 -2.507
H -1.938 -0.179 -3.190
H 0.106 0.876 -4.709
H -1.277 2.075 -4.263
H 0.412 2.122 -3.328
C 0.208 1.566 6.900
S -0.206 3.308 7.159
O 1.081 4.076 7.197
C -0.776 3.117 8.867
H 0.624 1.455 5.895
H 0.949 1.242 7.635
H -0.696 0.957 6.984
H 0.023 2.700 9.484
H -1.649 2.460 8.889
H -1.054 4.101 9.250
C 6.634 1.177 -3.047
S 6.315 2.378 -4.363
O 6.251 1.623 -5.657
C 7.934 3.184 -4.283
H 5.757 0.533 -2.947
H 7.504 0.566 -3.300
H 6.805 1.702 -2.105
H 8.725 2.452 -4.461
H 8.064 3.646 -3.302
H 7.974 3.956 -5.055
C -3.485 -9.150 0.434
S -3.899 -7.408 0.694
O -2.611 -6.640 0.732
C -4.468 -7.599 2.401
H -3.068 -9.261 -0.570
H -2.744 -9.474 1.169
H -4.388 -9.759 0.518
H -3.669 -8.016 3.018
H -5.341 -8.256 2.423
H -4.747 -6.615 2.784
C 1.919 -1.384 -7.912
S 2.820 -1.475 -6.345
O 1.943 -0.877 -5.285
C 4.073 -0.241 -6.773
H 1.059 -2.056 -7.855
H 1.569 -0.363 -8.085
H 2.571 -1.702 -8.729
H 3.594 0.711 -7.015
H 4.658 -0.595 -7.626
H 4.734 -0.106 -5.913

(3)
56
Properties=species:S:1:pos:R:3 method="wB97M-V/def2-TZVPD" smiles=CB[C@H](Cl)CC.c1cc[nH]c1.c1cc[nH]c1.c1cc[nH]c1.c1cc[nH]c1 lumo_ev=0.207
C -1.605 1.626 5.105
B -0.799 0.249 5.205
C -0.417 -0.495 6.582
Cl -1.889 -1.159 7.422
C 0.365 0.534 7.478
C -0.524 1.251 8.528
H -2.681 1.525 5.285
H -1.435 2.044 4.105
H -1.147 2.325 5.824
H -0.419 -0.240 4.183
H 0.216 -1.360 6.357
H 1.226 0.045 7.942
H 0.715 1.327 6.797
H -1.285 1.818 7.987
H -0.931 0.578 9.283
H 0.125 1.970 9.048
N -0.339 1.453 -0.608
C -0.016 0.774 0.538
C 0.577 1.661 1.398
C 0.609 2.922 0.752
C 0.035 2.765 -0.483
H -0.783 1.051 -1.416
H -0.234 -0.277 0.640
H 0.945 1.429 2.384
H 1.007 3.842 1.147
H -0.139 3.470 -1.280
N 0.569 1.225 -3.897
C 1.022 0.016 -4.349
C 0.571 -0.145 -5.634
C -0.177 1.012 -5.971
C -0.159 1.841 -4.880
H 0.746 1.604 -2.984
H 1.621 -0.620 -3.720
H 0.758 -0.999 -6.265
H -0.671 1.214 -6.906
H -0.599 2.810 -4.719
N -3.113 -0.841 -0.972
C -4.132 -0.285 -1.698
C -4.959 -1.299 -2.106
C -4.422 -2.512 -1.604
C -3.285 -2.198 -0.906
H -2.359 -0.334 -0.551
H -4.179 0.779 -1.861
H -5.851 -1.182 -2.698
H -4.824 -3.502 -1.737
H -2.586 -2.819 -0.372
N 3.406 -2.463 -5.003
C 4.512 -2.394 -5.804
C 5.620 -2.453 -4.999
C 5.165 -2.566 -3.661
C 3.794 -2.572 -3.695
H 2.457 -2.436 -5.324
H 4.416 -2.309 -6.873
H 6.643 -2.420 -5.334
H 5.772 -2.636 -2.774
H 3.065 -2.643 -2.905

Number 1: gap between HOMO and LUMO 10.7 eV, HOMO -9.9 eV. Number 2: gap between HOMO and LUMO 7.9 eV, HOMO -8.4 eV. Number 3: gap between HOMO and LUMO 8.5 eV, HOMO -8.3 eV.